1.
Density functional theory data (wB97M-V/def2-TZVPD) for a structure of composition C49H36NOP2PtS2 at a distorted geometry.

Last column: Löwdin charge in e.
Geometry (Å):
Pt -0.083 0.408 -0.862  0.717
S -0.297 4.682 -1.444  0.632
S -0.239 0.322 1.348  0.739
P -2.402 0.213 -0.931  0.954
P 2.234 0.478 -0.953  0.941
O -1.067 1.476 1.708  -0.392
N -0.228 1.997 -2.178  -0.146
C -3.804 2.526 -0.371  -0.077
C 0.947 0.559 3.649  -0.049
C 3.627 -2.210 -4.395  -0.062
C 3.933 4.156 -0.444  -0.064
C -2.757 -1.035 -2.197  -0.337
C -3.994 -1.095 -2.837  -0.081
C 2.879 2.142 -1.245  -0.353
C 3.908 -0.193 -3.111  -0.084
C -4.666 -2.084 2.339  -0.136
C -3.206 -0.460 0.551  -0.271
C 2.840 -0.562 -2.298  -0.359
C -0.258 3.132 -1.832  -0.985
C 3.485 -0.068 2.907  -0.079
C -3.871 3.360 -3.022  -0.062
C -1.770 -1.957 -2.533  -0.096
C -2.500 -1.151 1.584  -0.131
C 2.677 2.750 -2.486  -0.137
C -1.371 -2.952 3.506  0.006
C 1.931 0.484 4.648  0.015
C 5.537 -0.466 4.062  -0.085
C -3.290 1.708 -1.375  -0.372
C 4.839 -0.420 2.724  -0.138
C -3.847 -3.678 3.977  -0.087
C -1.107 -1.109 1.927  -0.285
C 2.174 -1.764 -2.538  -0.099
C 3.111 4.045 -2.700  -0.073
C -5.341 -1.324 1.428  0.013
C 1.226 0.332 2.313  -0.305
C 2.557 0.075 1.861  -0.129
C 5.296 -0.652 1.461  0.011
C -4.362 3.753 -0.698  -0.062
C -4.583 -0.557 0.516  -0.053
C -3.311 2.135 -2.703  -0.105
C 4.403 -0.450 0.388  -0.042
C 3.195 0.133 4.271  -0.132
C 3.088 -0.062 0.542  -0.292
C -5.146 -3.054 3.393  -0.086
C 4.295 -1.017 -4.159  -0.057
C 2.570 -2.590 -3.577  -0.065
C -3.261 -2.004 2.387  -0.081
C -4.240 -2.074 -3.785  -0.060
C -0.573 -2.006 2.818  -0.038
C -2.019 -2.942 -3.479  -0.066
C 3.738 4.750 -1.679  -0.065
C -2.722 -2.900 3.335  -0.136
C -3.256 -3.002 -4.102  -0.065
C -4.394 4.168 -2.020  -0.064
C 3.502 2.854 -0.224  -0.065
C 4.439 -0.096 5.094  -0.085
H 5.956 -1.454 4.251  0.125
H 2.175 2.217 -3.282  0.107
H 1.666 0.671 5.681  0.126
H 4.793 -0.573 -0.615  0.108
H 5.119 -0.723 -4.796  0.113
H -2.883 1.520 -3.484  0.112
H -3.888 3.691 -4.051  0.112
H 0.487 -1.976 3.034  0.114
H 3.927 -2.843 -5.219  0.111
H 1.347 -2.059 -1.903  0.078
H -4.761 -0.364 -2.610  0.108
H 4.063 5.768 -1.847  0.112
H -6.421 -1.330 1.357  0.123
H -3.809 -3.611 5.064  0.123
H 2.053 -3.524 -3.754  0.108
H -5.706 -2.520 4.162  0.126
H -3.454 -3.768 -4.840  0.111
H -4.818 5.131 -2.272  0.111
H -3.766 -4.735 3.721  0.125
H -0.799 -1.907 -2.053  0.054
H 4.436 0.734 -2.931  0.111
H 4.696 0.797 5.664  0.127
H -3.754 2.216 0.666  0.109
H -0.903 -3.650 4.187  0.122
H 2.948 4.513 -3.662  0.115
H -5.199 -2.109 -4.285  0.112
H 4.414 4.704 0.355  0.109
H -1.248 -3.658 -3.731  0.106
H 4.277 -0.895 5.818  0.126
H -5.119 -0.031 -0.265  0.109
H 6.319 -0.942 1.261  0.124
H -5.816 -3.806 2.978  0.123
H 6.368 0.239 4.085  0.126
H -0.076 0.780 3.928  0.127
H 3.663 2.403 0.747  0.103
H -4.754 4.389 0.083  0.111

Summary:
- energy relative to the best compared isomer or geometry (same formula, charge and spin) (kcal/mol) = 0.0
- gap between HOMO and LUMO (eV) = 7.09
- net charge = +1
- DFT total energy (a.u.) = -3617.1118

2.
Density functional theory data (wB97M-V/def2-TZVPD) for a cluster of 2 separate species, C9H14 in total.

Last column: Löwdin charge in e.
Geometry (Å):
C -2.111 1.477 -1.719  -0.180
C 1.374 -0.962 2.427  -0.096
C -0.076 -1.081 0.099  -0.068
C -0.735 -1.000 1.315  -0.089
C 2.038 -1.053 1.217  -0.055
C -1.493 2.435 -0.713  -0.160
C 1.311 -1.120 0.027  -0.281
C 1.992 -1.150 -1.312  -0.053
C -0.014 -0.942 2.499  -0.094
H -0.528 2.085 -0.360  0.054
H -2.739 1.979 -2.449  0.056
H -0.489 -0.898 3.467  0.097
H 3.120 -1.034 1.202  0.109
H 1.979 -0.919 3.327  0.101
H 1.343 -1.548 -2.085  0.073
H 2.922 -1.700 -1.293  0.072
H -2.114 2.518 0.175  0.061
H -1.816 -0.945 1.307  0.101
H -1.412 0.866 -2.299  0.054
H -0.622 -1.048 -0.837  0.099
H 2.240 -0.125 -1.605  0.084
H -1.394 3.433 -1.117  0.057
H -2.774 0.731 -1.274  0.057

Summary:
- energy relative to the best compared isomer or geometry (same formula, charge and spin) (kcal/mol) = 3.8
- gap between HOMO and LUMO (eV) = 10.07
- net charge = 0
- SMILES = Cc1ccccc1.CC
- DFT total energy (a.u.) = -351.3241

3.
Density functional theory data (wB97M-V/def2-TZVPD) for a cluster of 2 separate species, CH3IOS in total at a distorted geometry.

Last column: Löwdin charge in e.
Geometry (Å):
I -3.358 0.967 0.561  0.107
S 0.172 -1.313 0.326  0.809
O 1.478 -2.029 0.247  -0.568
C 0.385 0.337 -0.201  -0.411
H 1.371 0.375 -0.661  0.053
H 0.250 0.853 0.657  -0.027
H -0.299 0.810 -0.929  0.036

Summary:
- energy relative to the best compared isomer or geometry (same formula, charge and spin) (kcal/mol) = 32.7
- gap between HOMO and LUMO (alpha / beta) (eV) = 9.46 / 4.99
- net charge = 0
- DFT total energy (a.u.) = -810.9348